# 1
A single C2H3N3OS2 molecule at a distorted geometry. Source: the Open Molecules 2025 dataset; level of theory: ωB97M-V with the def2-TZVPD basis set.

Last column: Mulliken charge in e.
Positions of all 11 atoms, in Å:
1 O 0.772 -1.209 1.997  -0.422
2 C 0.539 -0.206 1.173  0.637
3 N 0.702 1.057 1.443  -0.487
4 N 0.325 1.775 0.313  -0.376
5 C -0.060 0.939 -0.587  0.498
6 S -0.641 1.278 -2.206  -0.238
7 N 0.043 -0.373 -0.109  -0.100
8 S -0.283 -1.836 -0.899  -0.143
9 H 0.726 -2.039 1.480  0.287
10 H -0.547 2.552 -2.008  0.154
11 H -1.577 -1.937 -0.596  0.189

Summary:
calculated total energy	-30309.62880	eV
Kohn-Sham gap	8.9	eV
SMILES	Oc1nnc(S)n1S
2S+1	1
LUMO energy	0.1	eV
F_max	1.5	eV/Å


# 2
A single C2H3N3S molecule at a distorted geometry. Source: the Open Molecules 2025 dataset; level of theory: ωB97M-V with the def2-TZVPD basis set.

Last column: Mulliken charge in e.
Positions of all 9 atoms, in Å:
1 S -2.039 -0.257 -0.152  -0.287
2 C -0.315 -0.014 0.094  0.284
3 C 0.590 0.994 -0.056  -0.169
4 N 1.910 0.341 -0.208  -0.190
5 N 1.686 -0.911 -0.080  -0.433
6 N 0.369 -1.163 0.082  0.049
7 H -2.508 1.077 0.312  0.164
8 H 0.376 2.111 0.152  0.281
9 H -0.069 -2.178 -0.145  0.301

Summary:
calculated total energy	-17425.77134	eV
Kohn-Sham gap	9.4	eV
SMILES	Sc1cnn[nH]1
2S+1	1
LUMO energy	0.3	eV
F_max	3.9	eV/Å